Molecular formula: C39H81F6N3O14S5
Method: DFT, ωB97M-V with the def2-TZVPD basis set

Element x y z (Å)
1 C 0.709 0.602 0.913
2 O -0.450 -0.023 0.321
3 O 1.064 -0.072 2.095
4 C 1.694 0.896 -0.236
5 F 2.171 -0.199 -0.837
6 F 1.206 1.663 -1.215
7 F 2.817 1.594 0.095
8 C -0.374 -1.406 -0.127
9 C -1.846 -1.794 -0.423
10 H -2.582 -1.599 0.357
11 H -2.224 -1.308 -1.322
12 H -1.851 -2.880 -0.516
13 H 0.077 -2.079 0.602
14 H 0.183 -1.605 -1.042
15 H 0.275 1.546 1.243
16 C -5.189 -2.713 3.337
17 O -4.581 -1.619 3.897
18 O -6.174 -2.163 2.498
19 C -4.167 -3.748 2.746
20 F -3.220 -3.234 2.005
21 F -3.599 -4.451 3.746
22 F -4.786 -4.657 1.923
23 C -3.582 -1.842 4.892
24 C -3.565 -0.857 6.033
25 H -2.766 -0.993 6.762
26 H -3.551 0.146 5.607
27 H -4.533 -0.869 6.533
28 H -2.645 -1.700 4.353
29 H -3.493 -2.828 5.347
30 H -5.660 -3.222 4.179
31 C -0.627 1.189 4.741
32 C -1.623 1.968 5.406
33 N -2.406 2.638 5.932
34 H -0.982 0.172 4.578
35 H 0.276 1.042 5.334
36 H -0.250 1.630 3.818
37 C -5.164 -3.164 -0.824
38 C -4.774 -4.565 -0.915
39 N -4.416 -5.661 -0.986
40 H -6.186 -3.095 -0.454
41 H -5.050 -2.884 -1.871
42 H -4.525 -2.545 -0.195
43 C 0.054 -2.934 3.420
44 C 0.634 -2.996 4.760
45 N 1.117 -3.012 5.782
46 H -0.683 -3.725 3.279
47 H 0.893 -2.916 2.724
48 H -0.502 -2.016 3.231
49 C 0.824 -0.025 -5.359
50 S 1.118 -1.753 -5.951
51 O 2.567 -2.065 -5.811
52 C 0.105 -2.758 -4.730
53 H 1.446 0.652 -5.944
54 H 0.996 0.088 -4.288
55 H -0.182 0.271 -5.657
56 H 0.259 -3.829 -4.856
57 H -0.966 -2.588 -4.848
58 H 0.446 -2.466 -3.737
59 C 4.460 -2.237 -2.839
60 S 6.300 -2.008 -3.127
61 O 6.304 -0.799 -4.055
62 C 6.511 -1.390 -1.403
63 H 4.131 -1.224 -2.609
64 H 4.277 -2.887 -1.983
65 H 4.032 -2.829 -3.648
66 H 5.828 -0.548 -1.283
67 H 7.550 -1.060 -1.408
68 H 6.465 -2.064 -0.548
69 C -3.382 1.012 2.453
70 S -4.873 1.702 1.747
71 O -5.937 0.750 2.224
72 C -4.495 1.421 -0.041
73 H -2.498 1.615 2.246
74 H -3.236 0.010 2.048
75 H -3.475 0.951 3.537
76 H -4.507 0.374 -0.344
77 H -3.501 1.755 -0.339
78 H -5.200 1.866 -0.743
79 C 4.063 0.219 3.983
80 S 5.379 -0.868 3.226
81 O 5.772 -1.729 4.401
82 C 4.164 -1.925 2.336
83 H 4.491 1.102 4.459
84 H 3.569 -0.356 4.765
85 H 3.430 0.564 3.165
86 H 4.632 -2.811 1.907
87 H 3.725 -1.290 1.566
88 H 3.253 -2.226 2.852
89 C 5.898 4.098 -3.057
90 S 4.702 3.353 -4.186
91 O 3.401 4.110 -4.097
92 C 4.301 1.777 -3.252
93 H 5.427 4.404 -2.123
94 H 6.322 4.968 -3.560
95 H 6.620 3.316 -2.823
96 H 3.688 2.055 -2.395
97 H 5.167 1.263 -2.835
98 H 3.760 1.138 -3.949
99 C -1.985 4.552 0.466
100 C -2.559 4.675 1.921
101 O -3.642 5.235 2.093
102 C -1.675 4.207 3.071
103 H -1.161 5.237 0.265
104 H -2.779 4.924 -0.181
105 H -1.598 3.537 0.384
106 H -2.131 4.181 4.060
107 H -0.828 4.873 3.239
108 H -1.330 3.201 2.833
109 C 0.399 4.486 -1.955
110 C -0.100 4.367 -3.378
111 O -0.933 5.151 -3.850
112 C -0.067 2.966 -4.016
113 H 0.002 3.771 -1.234
114 H 0.198 5.485 -1.568
115 H 1.488 4.465 -1.998
116 H -0.960 2.488 -3.614
117 H 0.786 2.363 -3.707
118 H -0.212 3.063 -5.093
119 C 2.299 -4.243 0.239
120 C 2.088 -4.979 -1.025
121 O 2.983 -5.654 -1.551
122 C 0.710 -4.956 -1.691
123 H 3.300 -4.487 0.594
124 H 1.592 -4.531 1.018
125 H 2.250 -3.200 -0.076
126 H 0.531 -3.935 -2.028
127 H -0.077 -5.292 -1.016
128 H 0.672 -5.704 -2.483
129 C 2.392 3.768 2.793
130 C 3.441 4.515 1.995
131 O 4.360 5.085 2.555
132 C 3.322 4.808 0.506
133 H 2.368 2.682 2.703
134 H 1.405 4.184 2.594
135 H 2.652 3.994 3.827
136 H 3.761 3.933 0.025
137 H 3.868 5.713 0.242
138 H 2.300 4.962 0.160
139 C -5.739 -0.943 -5.271
140 C -4.257 -1.015 -5.303
141 O -3.663 -1.357 -6.331
142 C -3.524 -0.679 -3.999
143 H -6.047 -1.469 -4.367
144 H -6.139 -1.355 -6.198
145 H -6.109 0.079 -5.195
146 H -3.857 0.247 -3.530
147 H -2.447 -0.646 -4.167
148 H -3.621 -1.567 -3.375

Values from the calculation:
- multiplicity = 2
- total energy (eV) = -145364.7668
- frontier orbital gap (spin up / spin down) (eV) = 7.927 / 5.326
- highest occupied orbital energy (spin up / spin down) (Eh) = -0.2324 / -0.2324
- total charge = -1

Löwdin atomic charge list, values in e, 4 entries:
1. C -0.437
2. O -0.117
3. O -0.226
4. C -0.548

***

Molecular formula: C17H29N3NbOSeTl
Method: DFT, ωB97M-V with the def2-TZVPD basis set

Element x y z (Å)
1 N 0.830 0.384 1.761
2 C 1.190 0.486 2.916
3 O 1.527 0.567 4.043
4 Tl 1.450 -3.072 -0.597
5 Nb -0.165 0.075 0.051
6 N 1.335 -0.402 -1.247
7 N -0.868 1.901 -0.228
8 C 2.716 0.060 -1.519
9 C -0.737 3.183 0.477
10 C 3.432 -0.893 -2.486
11 C 2.669 1.445 -2.169
12 C 3.462 0.124 -0.192
13 C -1.480 3.071 1.805
14 C -1.343 4.317 -0.346
15 C 0.737 3.473 0.720
16 H 3.507 -1.921 -2.099
17 H 4.461 -0.525 -2.619
18 H 2.956 -0.907 -3.476
19 H 2.154 1.408 -3.138
20 H 3.700 1.800 -2.331
21 H 2.147 2.171 -1.530
22 H 2.969 0.794 0.527
23 H 4.475 0.510 -0.380
24 H 3.564 -0.867 0.280
25 H -2.544 2.872 1.632
26 H -1.378 4.014 2.356
27 H -1.070 2.257 2.417
28 H -2.430 4.227 -0.435
29 H -0.899 4.354 -1.346
30 H -1.133 5.265 0.161
31 H 0.822 4.425 1.263
32 H 1.266 3.571 -0.237
33 H 1.223 2.701 1.323
34 C 0.478 -0.664 -2.441
35 H -0.597 -0.620 -2.143
36 H 0.656 0.068 -3.249
37 H 0.656 -1.688 -2.823
38 C -2.122 1.689 -0.990
39 H -2.322 0.608 -1.115
40 H -2.975 2.118 -0.444
41 H -2.055 2.149 -1.989
42 Se -1.896 -1.485 0.845
43 C -1.545 -3.360 0.335
44 C -1.031 -4.235 1.303
45 C -0.703 -5.536 0.926
46 C -0.899 -5.956 -0.393
47 C -1.431 -5.078 -1.344
48 C -1.773 -3.776 -0.981
49 H -0.916 -3.883 2.332
50 H -0.320 -6.235 1.676
51 H -0.662 -6.986 -0.678
52 H -1.604 -5.415 -2.369
53 H -2.224 -3.076 -1.692

Values from the calculation:
- total energy (eV) = -96193.7282
- frontier orbital gap (eV) = 7.251
- highest occupied orbital energy (Eh) = -0.5627
- total charge = +2
- relative energy (zero: lowest compared OMol25 entry of this formula, charge and spin) (eV) = 0.000

Löwdin atomic charge list, values in e, 4 entries:
1. N -0.082
2. C -0.364
3. O 0.224
4. Tl 1.046